Computed, not measured: a gas-phase ion, C5H9N2O3 (charge +1) in a non-equilibrium geometry, with ωB97M-V/def2-TZVPD.

Charge = +1
SMILES = CNCCC(=C=O)[N+](=O)O
Frontier orbital gap (alpha / beta) = 7.48 / 7.48 eV

```
19
Properties=species:S:1:pos:R:3:mulliken_charge:R:1
C -1.57063 0.08105 1.35993 -0.862
N -1.42919 0.79420 0.12481 -0.296
C -1.29905 -0.01568 -1.10859 -0.919
C -0.03417 -0.84604 -1.03775 -0.259
C 1.06799 0.01959 -0.37044 -0.201
C 1.07836 1.41311 -0.36114 0.678
O 1.09635 2.55091 -0.35242 -0.170
N 2.16389 -0.58925 0.20738 0.849
O 2.22778 -1.67687 0.62089 -0.515
O 3.18208 0.23112 0.49454 -0.427
H -0.64497 -0.35676 1.71483 0.250
H -1.70369 0.93731 2.13378 0.340
H -2.28244 -0.73507 1.35809 0.303
H -2.17346 1.58679 0.02615 0.306
H -1.41928 0.59844 -1.94631 0.486
H -2.13429 -0.75637 -1.15634 0.356
H 0.09896 -0.93293 -2.17358 0.291
H -0.06208 -1.96226 -0.61108 0.345
H 3.83785 -0.34131 1.07722 0.445
```

Computed, not measured: a molecular structure, C5H9N2O5S in a non-equilibrium geometry, with ωB97M-V/def2-TZVPD.

Charge = -1
Frontier orbital gap = 8.79 eV

```
22
Properties=species:S:1:pos:R:3:mulliken_charge:R:1
C -0.14383 -1.73688 0.09378 0.629
C 0.18622 0.24107 -0.17542 1.029
C 0.04711 1.02087 1.13649 -1.295
C 0.84429 1.08120 -1.28771 -1.760
C 2.34817 -1.29771 0.11113 -0.931
N 0.95650 -0.92932 0.35898 -0.021
N -0.76380 -0.75817 -0.64645 0.210
O -2.38107 1.72771 -0.38343 -0.637
O -0.36123 -2.89337 0.40109 -0.698
O -4.34051 0.19578 -0.34358 -0.653
O -2.60384 0.14688 1.38638 -0.634
O -2.05653 -0.64794 -0.88079 -0.461
S -2.97391 0.47020 0.03476 1.223
H -0.61352 0.30364 1.85519 0.302
H -0.52564 1.94530 0.96660 0.387
H 1.00578 1.22390 1.61311 0.371
H 1.25232 0.43232 -2.00991 0.487
H 1.80964 1.63619 -0.87908 0.240
H 0.17595 1.92948 -1.59180 0.322
H 2.96872 -1.21335 1.08082 0.249
H 2.33766 -2.29393 -0.20484 0.364
H 2.83153 -0.58386 -0.63531 0.277
```

Computed, not measured: 2 unconnected molecules or ions with the total composition C5H9N2P in a non-equilibrium geometry, with ωB97M-V/def2-TZVPD.

Frontier orbital gap (alpha / beta) = 7.02 / 8.30 eV

```
17
Properties=species:S:1:pos:R:3:mulliken_charge:R:1
C -0.30895 1.82193 1.81581 -0.717
C -0.06312 0.47811 1.90432 0.060
C 1.10735 1.38336 0.26403 -0.198
C -0.97075 -0.37546 -1.75067 -0.662
C -0.39216 -1.72551 -1.75915 -0.860
N 0.41980 2.37030 0.75702 -0.560
N 0.82753 0.16582 0.88929 0.271
P 1.62219 -1.32064 0.57847 -0.113
H -0.88586 2.40632 2.36988 0.538
H -0.36032 -0.40713 2.51986 0.297
H 1.92047 1.39250 -0.53650 0.346
H -1.63768 -0.30501 -0.90136 0.271
H -0.29893 0.39679 -1.34226 0.161
H -1.13736 0.03102 -2.69730 0.422
H 0.22052 -1.86449 -2.60486 0.305
H -0.62396 -2.32267 -0.86105 0.451
H 0.56123 -2.12524 1.35446 -0.012
```

Computed, not measured: a gas-phase ion, C5H9N2S (charge +1) in a non-equilibrium geometry, with ωB97M-V/def2-TZVPD.

Charge = +1
Frontier orbital gap = 7.84 eV

```
17
Properties=species:S:1:pos:R:3:mulliken_charge:R:1
C -0.38784 -0.78426 -0.76623 -0.428
C -1.57573 -0.68512 -0.00645 0.073
C -2.42468 -0.17725 2.14290 -0.185
C 0.98507 0.74923 0.46538 0.248
C 2.09795 -0.60703 -1.15409 -1.037
N 0.85302 -0.19606 -0.39890 0.085
N -1.92216 0.08862 1.00289 -0.413
S 2.45759 1.57027 0.57202 -0.186
H -0.37458 -1.46424 -1.65745 0.335
H -2.35590 -1.36903 -0.34596 0.372
H -2.39662 -1.18550 2.64563 0.266
H -2.98552 0.60826 2.70534 0.271
H 2.97568 -0.15951 -0.78724 0.337
H 2.23253 -1.63444 -1.34105 0.394
H 2.21401 -0.23403 -2.19705 0.416
H 0.29112 0.80056 1.33754 0.241
H 2.21688 2.15953 1.79416 0.211
```